Record 1
The following is a DFT calculation (ωB97M-V with the def2-TZVPD basis set) of a 2-piece molecular cluster, C22H22F11N2O5PS4 overall.

Structure (XYZ):
```
67
Properties=species:S:1:pos:R:3
C 2.830 0.863 4.565
O 2.164 0.532 3.316
C 1.724 1.744 2.624
P 0.882 1.090 1.032
C 0.558 2.471 -0.205
C -0.660 3.366 0.385
C -1.855 3.617 -0.656
S -3.394 2.605 -0.273
C -2.808 0.871 -0.506
S -1.824 0.560 -1.852
N -3.139 -0.286 0.353
C -3.927 -1.213 -0.498
C -4.983 -0.721 -1.557
C -5.768 -1.749 -2.430
C -5.499 -3.285 -2.230
C -4.450 -3.773 -1.189
C -3.684 -2.732 -0.309
C -3.844 0.091 1.595
C -5.291 -0.402 1.969
C -5.987 -0.014 3.322
C -5.296 0.930 4.366
C -3.874 1.421 4.008
C -3.167 1.001 2.687
C 1.764 -0.432 0.310
F 1.093 -0.730 -0.922
F 1.500 -1.515 1.187
C 3.311 -0.204 -0.032
F 4.045 0.393 1.049
F 3.331 0.794 -1.070
C 4.080 -1.474 -0.631
F 5.407 -1.022 -0.928
F 3.553 -1.948 -1.850
C 4.247 -2.713 0.372
F 5.460 -3.405 0.146
F 4.211 -2.376 1.742
F 3.208 -3.679 0.174
H 3.948 0.624 4.539
H 2.700 1.961 4.862
H 2.343 0.199 5.375
H 2.670 2.350 2.367
H 1.005 2.317 3.302
H -0.413 0.610 1.479
H 1.506 3.137 -0.204
H 0.416 2.132 -1.284
H -1.094 2.871 1.327
H -0.191 4.371 0.710
H -1.459 3.441 -1.711
H -2.153 4.733 -0.610
H -5.185 0.386 -1.754
H -6.511 -1.340 -3.187
H -6.041 -4.056 -2.866
H -4.244 -4.897 -1.071
H -2.936 -3.128 0.452
H -5.886 -1.092 1.291
H -7.024 -0.413 3.584
H -5.776 1.235 5.351
H -3.307 2.117 4.727
H -2.113 1.426 2.530
N 6.080 -1.511 -4.598
S 5.473 -1.466 -6.050
O 6.401 -1.537 -7.156
O 4.297 -0.650 -6.254
F 4.831 -2.931 -6.105
S 6.877 -0.201 -4.255
O 7.718 -0.326 -3.082
O 6.185 1.064 -4.365
F 7.969 -0.102 -5.409
```

## Properties
Largest force on an atom: 5.44 eV/Å
Orbital gap: 6.092 eV
Molecular weight: 762.6 u
Spin multiplicity: 1

Record 2
The following is a DFT calculation (ωB97M-V with the def2-TZVPD basis set) of C22H22FeNO4 as an isolated structure.

Structure (XYZ):
```
50
Properties=species:S:1:pos:R:3
C 0.341 4.669 1.317
C 1.383 3.965 1.887
C 1.322 2.593 1.984
C 0.212 1.888 1.506
C 0.228 0.440 1.511
C -0.802 -0.348 1.125
N -0.731 -1.715 0.884
C -1.880 -2.341 0.202
C -1.855 -3.863 0.318
O -0.606 -4.393 -0.096
C 0.470 -3.894 0.683
C 0.567 -2.370 0.616
C -0.841 2.625 0.951
C -0.773 3.997 0.857
H 0.401 5.741 1.223
H 2.255 4.490 2.243
H 2.141 2.048 2.421
H 1.159 -0.026 1.776
H -1.748 0.112 0.908
H -2.805 -1.936 0.627
H -1.855 -2.040 -0.849
H -2.023 -4.186 1.350
H -2.632 -4.332 -0.298
H 0.317 -4.238 1.712
H 1.386 -4.376 0.318
H 0.908 -2.053 -0.374
H 1.306 -2.012 1.339
H -1.704 2.115 0.563
H -1.584 4.546 0.406
O 3.274 -0.174 8.779
C 2.450 -0.013 8.012
Fe 1.071 0.270 6.778
C 2.167 1.580 5.991
O 2.814 2.388 5.518
C 1.690 -1.025 5.599
O 2.049 -1.822 4.870
C -0.662 0.885 5.528
C -1.053 -0.468 5.583
C -0.910 -1.331 6.668
C -0.336 -1.021 7.919
C -0.098 0.236 8.538
C -0.150 1.524 7.948
C -0.372 1.802 6.575
H -0.697 1.333 4.530
H -1.374 -0.917 4.649
H -1.146 -2.373 6.491
H -0.177 -1.882 8.576
H 0.212 0.199 9.588
H 0.089 2.373 8.596
H -0.251 2.848 6.274
```

## Properties
Charge: +1
ΔE to the lowest compared entry with this formula, charge and spin: 0.0 kcal/mol
Largest force on an atom: 3.19 eV/Å
Orbital gap (alpha / beta): 4.546 / 4.114 eV
Molecular weight: 420.3 u
Spin multiplicity: 5
⟨S²⟩: 6.183

Record 3
The following is a DFT calculation (ωB97M-V with the def2-TZVPD basis set) of C22H22I2O8S4Sm as an isolated structure.

Structure (XYZ):
```
59
Properties=species:S:1:pos:R:3
Sm 0.425 -0.049 0.323
O 2.320 -0.314 -0.713
S 3.364 0.309 -1.617
C 2.528 1.851 -2.222
C 1.168 1.519 -2.831
C 0.306 2.762 -3.106
C 0.043 3.675 -1.909
S -0.687 2.792 -0.456
O 0.516 2.003 0.048
C -0.580 4.225 0.631
C -1.317 5.369 0.368
C -1.126 6.485 1.166
C -0.234 6.437 2.227
C 0.444 5.266 2.525
C 0.272 4.151 1.720
C 4.470 1.148 -0.466
C 3.970 1.666 0.720
C 4.835 2.305 1.593
C 6.188 2.384 1.294
C 6.685 1.839 0.119
C 5.820 1.222 -0.772
H 3.201 2.310 -2.946
H 2.412 2.497 -1.351
H 0.618 0.843 -2.152
H 1.302 0.989 -3.779
H -0.651 2.425 -3.513
H 0.793 3.366 -3.877
H -0.689 4.425 -2.202
H 0.944 4.170 -1.546
H -2.030 5.395 -0.441
H -1.666 7.392 0.945
H -0.068 7.319 2.825
H 1.116 5.200 3.366
H 0.807 3.233 1.939
H 2.904 1.558 0.964
H 4.464 2.718 2.518
H 6.854 2.860 1.997
H 7.739 1.886 -0.110
H 6.178 0.791 -1.695
O -1.168 -0.425 -0.989
S -2.183 -0.149 0.052
O -3.150 0.820 -0.354
O -1.417 0.292 1.236
C -2.943 -1.726 0.406
C -4.276 -1.882 0.060
C -4.877 -3.129 0.145
C -4.136 -4.224 0.564
C -2.818 -4.057 0.964
C -2.218 -2.811 0.879
S -0.594 -2.659 1.607
O -0.157 -3.933 2.056
O -0.885 -1.738 2.728
O 0.317 -2.040 0.636
H -4.817 -1.006 -0.262
H -5.916 -3.250 -0.118
H -4.586 -5.202 0.615
H -2.235 -4.878 1.352
I 0.733 -0.576 3.161
I 2.594 1.171 4.228
```

## Properties
Charge: +1
ΔE to the lowest compared entry with this formula, charge and spin: 52.3 kcal/mol
Largest force on an atom: 7.19 eV/Å
Orbital gap (alpha / beta): 8.203 / 8.205 eV
Molecular weight: 946.8 u
Spin multiplicity: 6
⟨S²⟩: 8.757

Record 4
The following is a DFT calculation (ωB97M-V with the def2-TZVPD basis set) of C22H22IMnN4O4P as an isolated structure.

Structure (XYZ):
```
55
Properties=species:S:1:pos:R:3
Mn -0.426 0.586 0.479
N 0.238 -1.095 -0.899
N 0.687 -2.112 -0.036
C 0.664 -1.866 1.328
O 1.165 -2.587 2.131
O -0.023 -0.757 1.621
H -0.404 -1.507 -1.566
H 1.016 -0.707 -1.432
H 1.328 -2.808 -0.386
C -3.141 -1.681 0.172
P -2.660 -0.077 0.863
C -2.834 -0.284 2.654
C -3.848 1.183 0.384
C -4.851 0.966 -0.558
C -5.761 1.974 -0.828
C -5.663 3.197 -0.176
C -4.661 3.417 0.763
C -3.751 2.416 1.043
H -3.126 -1.690 -0.915
H -4.149 -1.906 0.525
H -2.458 -2.442 0.553
H -3.851 -0.625 2.852
H -2.643 0.652 3.177
H -2.118 -1.030 2.997
H -4.940 0.015 -1.068
H -6.554 1.806 -1.544
H -6.377 3.980 -0.394
H -4.605 4.365 1.282
H -2.977 2.566 1.790
O -1.009 2.055 3.965
C -0.019 2.060 3.298
N 0.011 1.779 1.900
C 1.306 1.757 1.475
O 1.497 1.272 0.332
C 2.201 2.234 2.519
C 3.560 2.477 2.550
C 4.094 2.911 3.761
C 3.295 3.078 4.885
C 1.919 2.832 4.848
C 1.390 2.414 3.651
H 4.180 2.342 1.674
H 5.153 3.122 3.826
H 3.740 3.399 5.817
H 1.300 2.954 5.727
I -1.725 0.366 -2.961
C -1.088 2.194 -2.146
C -0.913 3.248 -3.021
C -0.591 4.494 -2.507
C -0.503 4.632 -1.131
C -0.669 3.521 -0.333
N -0.925 2.287 -0.817
H -1.031 3.094 -4.084
H -0.431 5.334 -3.169
H -0.298 5.588 -0.671
H -0.614 3.620 0.738
```

## Properties
Charge: +2
ΔE to the lowest compared entry with this formula, charge and spin: 6.2 kcal/mol
Largest force on an atom: 1.69 eV/Å
Orbital gap (alpha / beta): 6.231 / 7.657 eV
Molecular weight: 619.3 u
Spin multiplicity: 4
⟨S²⟩: 4.055

What is the formula in the third record? C22H22I2O8S4Sm

Which value of molecular weight does entry 1 give? 762.6 u

Among the records above, which one has the lowest largest force on an atom? C22H22IMnN4O4P

Among the records above, which one has the highest spin multiplicity? C22H22I2O8S4Sm